Record 1
# C13H22BF2N4PdS

C13H22BF2N4PdS as an isolated structure (ωB97M-V/def2-TZVPD, OMol25).

```
44
Properties=species:S:1:pos:R:3:forces:R:3
Pd -0.32289 1.43352 1.20315 -0.1526 -0.1195 -0.0966
N -2.27040 3.03656 -0.11062 -0.1832 -0.2159 -0.1935
N -3.42813 3.20020 0.64349 0.2820 0.2807 0.1265
C -3.44170 2.74940 1.93685 -0.0464 -0.2217 0.0503
N -4.55596 3.23504 2.61138 -0.0797 -0.1851 0.0961
S -2.33851 1.77892 2.68016 -0.0580 0.1374 -0.0932
H -1.59307 3.77473 0.00437 0.1109 0.0861 0.1118
H -2.48522 2.86046 -1.07793 -0.0235 -0.0742 -0.0527
H -3.90126 4.09007 0.55238 -0.0740 0.0432 -0.0809
H -5.40832 3.17740 2.06876 -0.0109 0.0992 -0.0175
H -4.65397 2.76936 3.50130 -0.0184 0.0655 0.0380
F 1.48100 3.68132 0.47350 -0.0427 -0.1250 0.0448
B 1.36297 2.48166 1.15187 0.4128 0.3227 -0.0302
F 2.58376 2.15297 1.66104 -0.1312 -0.0081 -0.0177
C 0.34112 -1.52942 2.51107 0.0786 -0.0889 0.0245
C 1.55597 -2.14060 1.81888 -0.1009 -0.0501 -0.0820
C 1.41471 -3.67203 1.90775 0.0543 0.0545 -0.0017
C 1.81384 -1.73318 0.36182 -0.1561 0.0252 0.0436
C 2.96030 -2.27154 -0.21215 -0.0208 0.0428 -0.0002
C 3.27550 -2.15285 -1.55382 0.0651 -0.0227 -0.0116
C 2.37000 -1.49010 -2.37490 0.0125 0.0018 0.0663
C 1.23017 -0.89456 -1.87369 -0.0988 0.0648 0.0645
C 0.28216 -0.23085 -2.86749 -0.0940 0.0073 0.2319
C -1.10672 -0.89030 -2.86361 0.1619 0.0601 0.0026
C 0.16040 1.28605 -2.67501 0.0353 -0.1028 -0.1056
C 0.95171 -0.91464 -0.44586 0.2384 0.0003 -0.5165
N -0.08741 -0.19561 -0.01267 -0.0435 -0.2878 0.2713
H 0.19471 -2.01501 3.48238 0.0374 0.0220 -0.0042
H -0.56080 -1.68064 1.91706 -0.0180 0.0376 0.0100
H 0.47221 -0.46327 2.67487 -0.0658 0.1320 -0.0205
H 2.44151 -1.84842 2.39614 0.0304 -0.0519 -0.0050
H 0.50418 -3.98762 1.38961 0.0168 0.0113 0.0165
H 1.34434 -3.99105 2.95324 -0.0227 0.0162 -0.0422
H 2.25381 -4.19351 1.44828 0.0079 -0.0107 -0.0101
H 3.64676 -2.81080 0.43401 -0.0278 -0.0430 0.0313
H 4.18444 -2.58669 -1.95343 -0.0185 0.0193 0.0080
H 2.55756 -1.43977 -3.44423 -0.0198 0.0367 0.0068
H 0.71928 -0.40120 -3.85695 0.0210 -0.0100 -0.0140
H -1.57798 -0.73748 -1.89376 -0.0519 -0.0170 0.0389
H -1.01921 -1.96501 -3.04028 -0.0223 0.0220 -0.0065
H -1.74366 -0.45930 -3.64427 0.0341 -0.0072 0.0311
H -0.22624 1.50809 -1.68146 -0.0147 0.0525 0.0488
H -0.51544 1.70803 -3.42897 0.0342 0.0064 0.0154
H 1.13448 1.77166 -2.77228 -0.0376 -0.0061 0.0232
```
Forces are in eV/Å.

Computed properties:
**Charge**: -1
**Strongest force on any atom**: 0.6 eV Å⁻¹
**Energy above the lowest of the compared OMol25 structures with the same formula, charge and spin**: 20.05 kcal/mol
**2S+1**: 3
**HOMO-LUMO gap (spin up / spin down)**: 4.60 / 5.33 eV
**<S²>**: 2.0172
**HOMO energy (spin up / spin down)**: -2.1283 / -2.8764 eV

Record 2
# C13H22BI3NO3S

C13H22BI3NO3S as an isolated structure in a non-equilibrium geometry (ωB97M-V/def2-TZVPD, OMol25).

```
44
Properties=species:S:1:pos:R:3:forces:R:3
C -2.42452 1.35271 -2.42309 -0.2000 0.1654 0.1424
O -1.16117 1.34472 -3.04825 0.3763 0.0528 0.1230
C -0.72559 0.05149 -3.42611 -0.4338 -0.1778 0.0724
C -0.31021 -0.82198 -2.22939 -0.0054 0.0427 -0.2796
C 1.18798 -1.14816 -2.15648 0.0125 -0.5816 0.2490
C 1.83854 -0.81779 -0.81723 -0.1421 0.4112 -0.2963
C 1.18982 -1.58049 0.32956 0.4889 -0.2856 -0.3458
C 1.57685 -1.17026 1.74958 -0.2503 0.2667 0.2951
S 2.68192 0.31020 1.88248 -0.3131 0.0022 -0.3481
C 1.27891 1.33985 1.92782 0.5383 -0.2699 -0.2137
C 1.42450 2.76280 1.63965 -0.0013 0.8517 0.1989
I 2.28712 3.73458 3.29876 -0.1211 -0.2300 -0.2141
C 1.07296 3.35699 0.49211 -0.0207 -0.1955 0.3233
C 0.44481 2.61321 -0.64900 0.4140 0.2423 -0.0979
I 1.36990 5.39477 0.15769 -0.0335 -0.2782 0.0233
N 0.18808 0.72101 2.27426 -0.1878 0.0956 -0.6621
I -1.60763 1.68644 2.36755 0.0445 -0.0811 0.1531
C 0.47640 -0.68522 2.67735 0.2950 -0.1634 1.5316
C -0.65807 -1.61464 3.10178 -0.5699 0.4811 -0.8061
B -1.65155 -2.12549 1.96803 -0.1387 -0.7693 -0.1110
O -1.40571 -3.36959 1.42167 0.7855 0.5438 0.1584
O -2.74309 -1.40614 1.52932 0.4133 0.4930 0.3566
H -2.41073 2.09226 -1.62298 0.0053 0.0902 0.0426
H -3.21639 1.63424 -3.11814 0.0038 -0.0503 -0.1708
H -2.68827 0.39409 -1.97392 0.0559 -0.1253 -0.0009
H 0.10904 0.17308 -4.10979 0.0469 0.1727 -0.0868
H -1.53670 -0.43928 -3.96919 0.0109 -0.0552 -0.1598
H -0.65020 -0.31409 -1.32390 0.0367 0.0721 0.0536
H -0.87479 -1.75225 -2.27888 -0.0626 -0.0821 0.0896
H 1.74626 -0.67589 -2.96143 -0.0158 0.2157 -0.0302
H 1.31660 -2.22140 -2.31357 0.0462 -0.0611 -0.1335
H 1.75286 0.25673 -0.65630 0.0302 0.0364 0.0326
H 2.90381 -1.03460 -0.88458 0.1176 -0.0269 0.1592
H 0.11192 -1.55823 0.18584 -0.1284 0.1706 0.2164
H 1.48644 -2.62373 0.22245 -0.1780 -0.1394 -0.0319
H 2.05216 -1.99453 2.27274 0.2777 0.0415 0.0230
H -0.32830 3.21184 -1.12148 -0.1697 -0.0899 0.0617
H 1.20024 2.44529 -1.41860 0.0042 -0.0079 -0.0729
H 0.05756 1.64498 -0.34385 -0.1588 -0.0283 -0.0101
H 1.01580 -0.49754 3.61574 0.0227 -0.0843 0.1271
H -1.21196 -1.09801 3.88635 -0.0391 0.0172 0.0800
H -0.17859 -2.47722 3.55791 0.0949 -0.0948 0.0227
H -1.40785 -3.32641 0.46095 -0.6235 -0.4270 -0.1361
H -3.57916 -1.76836 1.82656 -0.3280 -0.1600 -0.3284
```
Forces are in eV/Å.

Computed properties:
**Charge**: +1
**Strongest force on any atom**: 1.6 eV Å⁻¹
**Energy above the lowest of the compared OMol25 structures with the same formula, charge and spin**: 0.00 kcal/mol
**2S+1**: 1
**HOMO-LUMO gap**: 7.75 eV
**HOMO energy**: -12.0484 eV

Record 3
# C13H22BrN5OS

One molecule with the formula C13H22BrN5OS (ωB97M-V/def2-TZVPD, OMol25).

```
43
Properties=species:S:1:pos:R:3:forces:R:3
C -1.35934 -1.94374 1.27090 0.1456 -0.0343 0.0754
C -1.85909 -0.63862 0.78214 -0.4101 0.2338 -0.2826
N -1.18898 0.49148 0.92373 0.3377 -0.2138 0.3674
N -1.92372 1.47254 0.38139 -0.6614 -0.4639 -0.0097
C -1.43523 2.82602 0.38352 0.2367 0.3070 -0.1653
C -0.38082 3.07958 -0.70414 0.0630 0.1077 0.0793
C 1.05206 2.79731 -0.27844 -0.1316 -0.1945 0.0426
O 1.97900 3.54641 -0.54068 0.2578 0.3062 -0.1430
N 1.22665 1.66763 0.42529 0.2962 -0.4241 0.1690
N 2.51496 1.35332 0.85303 0.2385 0.6366 -0.1384
C 3.03460 0.11312 0.60241 -0.1546 -0.0174 0.2059
S 2.05464 -1.14977 0.18689 -0.3269 -0.4476 -0.2990
N 4.35592 -0.01096 0.83217 -0.1135 0.5391 0.0030
C 5.10259 -1.22963 0.64714 0.4236 -0.2012 -0.1505
C 6.05364 -1.15865 -0.55602 -0.2107 -0.1591 0.0017
C 6.87180 -2.44424 -0.63144 -0.0395 0.3114 0.0956
C 5.27073 -0.94105 -1.84744 0.1543 0.0944 0.1755
C -3.08294 1.00272 -0.12963 -0.0504 -0.3759 0.0532
C -4.10440 1.84188 -0.80085 0.0339 0.0879 0.0267
C -3.06895 -0.35852 0.12103 -0.1710 0.1428 -0.1244
Br -4.42461 -1.58519 -0.34219 0.2298 0.2155 0.0791
H -1.93126 -2.75470 0.82731 -0.0169 -0.0457 0.0146
H -1.45062 -1.99912 2.35512 -0.0146 -0.0733 0.0464
H -0.30829 -2.05412 1.01399 -0.0037 -0.0412 0.0431
H -1.00995 3.03158 1.36979 -0.1622 0.0104 -0.0717
H -2.28934 3.48701 0.22623 0.0766 -0.0919 0.0583
H -0.59980 2.46308 -1.57943 -0.0416 0.0403 -0.0128
H -0.41215 4.12463 -1.01465 0.0785 -0.0683 0.0266
H 0.47224 1.00414 0.67361 0.2309 0.1900 0.0509
H 3.11539 2.17076 0.74420 -0.1483 -0.1841 0.0147
H 4.88997 0.82567 1.01767 -0.0774 -0.0211 0.0452
H 4.37546 -2.03082 0.49752 0.1333 0.0621 0.0811
H 5.67295 -1.43531 1.55939 -0.0487 -0.0305 -0.0353
H 6.73743 -0.31321 -0.40864 0.0049 -0.0130 0.0137
H 7.44110 -2.59521 0.28305 0.0949 -0.0906 0.0889
H 7.56718 -2.40185 -1.46590 0.0818 -0.0532 -0.0761
H 6.21523 -3.29915 -0.77403 -0.0725 -0.1492 -0.0293
H 4.71406 -0.00709 -1.81444 -0.1010 0.0555 -0.0628
H 5.94533 -0.90468 -2.69934 0.0635 0.0177 -0.1182
H 4.56301 -1.75246 -1.99911 -0.1054 -0.0835 -0.0399
H -4.52214 2.57443 -0.10955 -0.0607 0.0531 -0.0211
H -4.91180 1.20786 -1.15843 -0.0101 0.0147 -0.0151
H -3.67558 2.37309 -1.65007 -0.0485 0.0512 -0.0629
```
Forces are in eV/Å.

Computed properties:
**Strongest force on any atom**: 0.8 eV Å⁻¹
**Energy above the lowest of the compared OMol25 structures with the same formula, charge and spin**: 2.17 kcal/mol
**Structure (SMILES)**: Cc1nn(CCC(=O)NNC(=S)NCC(C)C)c(C)c1Br
**2S+1**: 1
**HOMO-LUMO gap**: 8.86 eV
**HOMO energy**: -8.2086 eV

Record 4
# C13H22ClNO5Sn

C13H22ClNO5Sn as an isolated structure in a non-equilibrium geometry (ωB97M-V/def2-TZVPD, OMol25).

```
43
Properties=species:S:1:pos:R:3:forces:R:3
C -1.12262 -1.04689 3.49166 0.4876 0.5071 0.2044
C -0.61320 -1.75270 2.10677 -0.2539 -0.8830 0.6654
C -1.08616 -0.97631 0.72127 -0.7699 0.1090 0.6805
C -2.51973 -0.26440 1.07338 -0.6644 -0.8222 0.7369
C 0.07058 0.08502 0.14999 1.4362 -3.6610 1.5047
C 1.36445 -0.85783 -0.23016 -0.2708 -0.5022 -1.6274
C 2.33294 -0.19490 -1.42218 1.4238 -0.5858 1.2964
C 3.89264 -0.64769 -1.03127 0.3985 -0.1566 -0.4880
O 4.64733 0.41988 -0.35283 -1.4163 -0.1254 -1.0636
O 0.27040 1.05479 1.22061 2.5747 0.3335 -1.5538
C 1.66504 1.37388 1.50494 4.8484 -4.1962 5.8612
O 2.33405 0.63931 2.43764 -5.3003 5.1647 -6.8160
Cl 2.65820 2.77540 0.75732 -2.4927 -2.1181 1.0003
N -0.30281 0.81274 -1.09911 -4.7369 -0.9619 -2.9013
C -0.55123 2.28001 -0.95171 3.5766 6.9989 -2.7045
C -1.81890 3.02723 -0.23046 0.3501 0.7542 -0.1588
O 0.35868 3.10858 -1.53853 -5.8843 -6.3296 3.7590
C -1.22037 0.09381 -2.03159 0.3739 0.5851 0.8721
C -0.86269 -1.32165 -2.84881 -0.1014 0.7090 -0.4077
O -2.44946 0.60249 -2.32553 2.6175 -1.5449 0.7973
H -1.01544 0.13237 3.39902 -0.3636 -2.5237 0.2997
H -2.22607 -1.36498 3.72940 2.1883 0.8015 -0.3639
H -0.42907 -1.34831 4.41108 -1.5692 0.4593 -2.1740
H -1.10789 -2.83750 2.06283 1.1144 2.3354 0.0066
H 0.53724 -1.92574 2.19695 -2.1493 0.5174 -0.5404
H -1.30145 -1.85795 -0.05412 0.7035 2.1105 1.3039
H -3.21513 -1.04444 1.65041 1.6158 1.6438 -1.2858
H -3.15336 0.05787 0.12491 0.9709 -0.2718 1.1225
H -2.45828 0.67788 1.76277 0.0014 -1.7948 -1.5004
H 1.97225 -1.25976 0.68443 -1.2549 1.2400 -1.6788
H 0.90228 -1.82881 -0.75092 0.8680 2.0016 1.3340
H 2.10178 -0.63878 -2.48724 0.2304 1.0345 2.1754
H 2.32221 0.97758 -1.41196 -0.2063 -2.3131 -0.2224
H 4.48923 -0.96713 -1.98707 -1.2825 0.5988 1.6157
H 3.89740 -1.59012 -0.30121 -0.0259 2.2160 -1.5165
H 4.54001 1.30731 -0.80831 0.1300 -1.8375 0.4697
H -2.11871 2.60954 0.81883 0.5323 0.4689 -2.2527
H -1.49860 4.16286 -0.04769 -0.4175 -2.6894 -0.5844
H -2.71754 3.08901 -1.00151 1.8297 -0.4127 1.6948
H -0.89985 -2.26808 -2.16105 0.4123 1.9466 -1.1800
H -1.67054 -1.46789 -3.71374 1.5490 0.5830 1.8978
H 0.17272 -1.19719 -3.42663 -2.1529 -0.3340 1.6144
Sn -4.17038 -0.62854 -2.09057 1.0797 0.9450 0.1078
```
Forces are in eV/Å.

Computed properties:
**Charge**: +2
**Strongest force on any atom**: 10.1 eV Å⁻¹
**2S+1**: 1
**HOMO-LUMO gap**: 3.75 eV
**HOMO energy**: -14.6404 eV

Record 5
# C13H22F4N2O8P2SiW

C13H22F4N2O8P2SiW as an isolated structure in a non-equilibrium geometry (ωB97M-V/def2-TZVPD, OMol25).

```
53
Properties=species:S:1:pos:R:3:forces:R:3
W -0.06219 -0.69706 -0.10936 0.2996 -1.0031 0.2980
C 2.24055 0.14188 -1.85686 -0.0356 0.0546 -0.0244
N 1.74539 -1.13881 -1.28563 0.0652 0.0098 0.0165
C 1.52734 -2.12074 -2.39513 -0.0223 -0.0259 -0.0130
C 2.81165 -1.66200 -0.36258 -0.0203 -0.0077 0.0058
C 2.46500 -1.43779 1.11040 0.0105 0.0223 0.1142
N 1.47019 -0.36664 1.22837 0.0693 -0.1586 -0.1626
C 1.15013 0.04858 2.51490 -0.0318 0.1614 0.1416
C 0.47647 1.27479 2.64506 0.0574 -0.0609 -0.0104
F 0.21226 1.99113 1.53203 -0.0083 0.0150 0.0673
C 0.07009 1.77771 3.85902 -0.0048 0.0143 -0.0025
F -0.57857 2.95262 3.88788 0.0045 -0.0069 -0.0158
C 0.32446 1.10319 5.03602 0.0289 -0.0419 -0.0314
C 0.99780 -0.09418 4.93642 -0.0317 0.0422 0.0461
F 1.26884 -0.79126 6.04668 0.0090 -0.0122 -0.0129
C 1.39882 -0.62162 3.71969 -0.0403 0.0564 -0.0365
F 2.02449 -1.81078 3.74878 -0.0021 0.0154 -0.0174
H 3.17794 -0.03653 -2.39283 -0.0069 -0.0196 0.0058
H 2.41486 0.84151 -1.04209 -0.0006 -0.0083 -0.0065
H 1.49870 0.55188 -2.53531 0.0149 0.0040 0.0208
H 2.50427 -2.38494 -2.81945 -0.0070 0.0116 0.0029
H 1.18092 -1.25082 -4.09590 0.0006 -0.0086 -0.0029
H 1.05296 -2.99926 -1.95757 0.0153 0.0082 -0.0112
H 3.74919 -1.17391 -0.62900 0.0003 -0.0230 -0.0110
H 2.93367 -2.72895 -0.55125 -0.0400 -0.0056 0.0057
H 3.37172 -1.20104 1.67227 0.0196 0.0227 -0.0594
H 2.07002 -2.36950 1.51956 0.0263 0.0178 0.0053
H 0.00644 1.49287 5.99090 -0.0006 -0.0028 0.0091
O -1.76614 -0.53920 1.43586 -0.1271 0.0281 0.1944
P -1.76223 -2.22771 1.59798 -0.2769 0.1576 -0.2529
O -2.23509 -2.68627 2.88871 0.0601 -0.0483 0.0456
O -0.28430 -2.32408 1.14570 0.0881 -0.0596 -0.0076
O -2.60989 -2.67388 0.33809 0.1130 0.1195 0.0623
P -1.89041 -2.12343 -1.12271 0.0385 0.2141 -0.0037
O -3.08171 -1.09972 -1.59292 0.0857 -0.0518 0.0338
O -1.77662 -3.26825 -2.04444 -0.0014 -0.0625 0.0049
O 0.67241 -1.59455 -3.35615 0.0055 0.0016 -0.0111
H -2.63563 -0.15337 1.26200 0.0027 -0.0252 -0.0464
H -3.73643 -1.57326 -2.12529 0.0059 -0.0434 -0.0070
C -0.26807 3.52858 -1.59526 -0.0903 -0.0272 -0.0086
Si -1.40082 2.05467 -1.70139 -0.0550 -0.0117 0.0160
C -1.80582 1.57984 -3.45409 -0.0034 0.0445 0.0804
C -2.91225 2.23707 -0.63086 0.0638 0.0245 -0.0672
O -0.51856 0.76139 -1.04186 -0.3366 0.6837 -0.3798
H -0.80098 4.43955 -1.87692 0.0017 0.0104 -0.0095
H 0.58998 3.42988 -2.26261 0.0108 -0.0292 -0.0011
H 0.10032 3.65670 -0.57628 -0.0047 -0.0045 0.0142
H -2.55652 2.26059 -3.86170 -0.0039 0.0095 -0.0272
H -2.20901 0.56669 -3.48722 0.0004 0.0167 0.0316
H -0.93023 1.62558 -4.10410 0.0271 -0.0033 0.0213
H -3.53840 3.05850 -0.98613 -0.0056 0.0052 0.0171
H -2.63900 2.45105 0.40502 0.0322 0.0047 -0.0032
H -3.50798 1.32329 -0.66846 0.0004 -0.0240 -0.0176
```
Forces are in eV/Å.

Computed properties:
**Strongest force on any atom**: 1.1 eV Å⁻¹
**Energy above the lowest of the compared OMol25 structures with the same formula, charge and spin**: 36.17 kcal/mol
**2S+1**: 1
**HOMO-LUMO gap**: 7.91 eV
**HOMO energy**: -8.0052 eV